[1]
A cluster of 3 separate species, C6H16N in total at a distorted geometry, computed with ωB97M-V/def2-TZVPD.

## Properties
- HOMO (eV) = -13.298
- LUMO level (eV) = -5.582
- spin multiplicity = 1
- total charge = +1
- ΔE to the lowest compared entry with this formula, charge and spin (kcal per mole) = 78.25

Each line ends with the Mulliken charge.
Positions of all 23 atoms, in Å:
1 C -0.6420 1.0793 -2.0643  -1.132
2 C -1.0031 -0.2123 -1.3769  -0.288
3 C -1.4958 -0.2448 -0.0962  -0.249
4 C 0.7535 -0.9369 -0.4337  -0.937
5 C -1.2582 0.8204 0.9242  -0.379
6 C -1.5714 0.3338 2.3571  -1.336
7 N 4.0446 -0.7362 0.3132  -0.648
8 H -0.0389 1.0605 -2.9647  0.387
9 H -0.0294 1.6862 -1.3960  0.301
10 H -1.5714 1.5992 -2.3173  0.335
11 H -0.9866 -1.0466 -2.0728  0.569
12 H -1.8417 -1.1941 0.2972  0.493
13 H 0.8742 -0.1884 0.3295  0.381
14 H 1.3968 -0.9446 -1.3033  0.450
15 H 0.3906 -1.8734 -0.0263  0.442
16 H -1.9225 1.6670 0.6874  0.415
17 H -0.2781 1.2989 0.9313  0.470
18 H -2.3527 -0.4227 2.3087  0.375
19 H -2.0596 1.0993 2.9580  0.365
20 H -0.7055 -0.1191 2.8358  0.308
21 H 4.9452 -1.1968 0.3697  0.242
22 H 4.1943 0.1028 0.8670  0.225
23 H 3.2986 -1.2573 0.7515  0.211

=====

[2]
A cluster of 8 separate species, C28H56Br4O6 in total at a distorted geometry, computed with ωB97M-V/def2-TZVPD.

## Properties
- HOMO (eV) = -9.123
- LUMO level (eV) = 0.465
- spin multiplicity = 1
- structure (SMILES) = C1CCOC1.C1CCOC1.C1CCOC1.C1CCOC1.C1CCOC1.C1CCOC1.BrCCBr.BrCCBr
- total charge = 0
- ΔE to the lowest compared entry with this formula, charge and spin (kcal per mole) = 44.12

Each line ends with the Mulliken charge.
Positions of all 94 atoms, in Å:
1 Br -3.8628 -1.9330 0.1924  -0.146
2 C -2.2933 -3.0490 0.6497  -0.285
3 C -1.8703 -3.8678 -0.5590  -0.394
4 Br -0.2450 -4.7851 -0.0577  -0.170
5 H -2.5828 -3.7566 1.4217  0.523
6 H -1.5281 -2.3646 1.0037  -0.178
7 H -1.6997 -3.2745 -1.4544  0.077
8 H -2.6669 -4.5644 -0.8119  0.514
9 Br -0.6989 -1.8521 4.3415  -0.154
10 C 0.5890 -0.8878 5.4459  -0.235
11 C 1.8782 -0.5380 4.7092  -0.103
12 Br 2.9606 0.6206 5.8188  -0.150
13 H 0.7669 -1.3845 6.3961  0.458
14 H 0.0740 0.0424 5.6802  -0.109
15 H 1.5860 -0.0730 3.7690  -0.188
16 H 2.4368 -1.4391 4.4685  0.442
17 C -5.6513 0.6994 3.4165  -0.794
18 C -4.5766 1.6646 3.7992  -0.391
19 C -3.4867 1.3024 2.7988  0.603
20 O -4.2112 1.0245 1.6030  -0.444
21 C -5.5381 0.5904 1.8978  -0.454
22 H -6.6546 0.9932 3.7335  0.396
23 H -5.5061 -0.2851 3.8727  0.262
24 H -4.2613 1.4679 4.8313  0.253
25 H -4.8743 2.7155 3.8066  0.314
26 H -2.9877 0.4155 3.2206  -0.250
27 H -2.7354 2.0436 2.5315  -0.050
28 H -5.7955 -0.4157 1.5647  0.209
29 H -6.2997 1.2340 1.4475  0.303
30 C 2.4157 2.4865 -3.8628  -0.248
31 C 1.7531 3.5575 -4.7070  -0.667
32 C 0.9225 4.3774 -3.6659  -0.561
33 O 1.0275 3.6940 -2.4419  -0.464
34 C 1.5366 2.3840 -2.6217  0.125
35 H 3.4102 2.7746 -3.5133  0.320
36 H 2.5159 1.5387 -4.3961  0.205
37 H 1.0260 3.2081 -5.4425  0.240
38 H 2.5040 4.1544 -5.2202  0.340
39 H -0.1201 4.4486 -3.9710  0.326
40 H 1.4334 5.3427 -3.6576  0.285
41 H 0.7122 1.6865 -2.8467  -0.212
42 H 1.9983 2.0321 -1.7007  0.332
43 C 0.4474 -0.8237 -0.6496  1.183
44 C -0.4852 0.3664 -0.3117  -0.232
45 C 0.0418 0.7725 1.0436  0.391
46 O 0.4390 -0.4234 1.6701  0.054
47 C 1.1359 -1.1904 0.6862  -0.603
48 H 1.1844 -0.6307 -1.4357  -0.362
49 H -0.0791 -1.6715 -1.0997  -0.674
50 H -1.5216 0.0171 -0.2833  -0.070
51 H -0.5758 1.2429 -0.9565  0.467
52 H -0.7242 1.2154 1.6850  -0.722
53 H 0.8370 1.5248 0.9460  0.251
54 H 1.0832 -2.2415 0.9522  0.204
55 H 2.1716 -0.8393 0.6268  0.286
56 C -0.6165 4.5687 5.2701  -0.692
57 C -0.9710 3.1394 5.6070  -0.496
58 C -0.6872 2.4409 4.2618  0.319
59 O -1.2392 3.3336 3.3085  -0.474
60 C -1.0138 4.6508 3.7999  -0.539
61 H 0.4349 4.8169 5.4444  0.270
62 H -1.1449 5.3113 5.8696  0.335
63 H -2.0479 3.1454 5.7840  0.246
64 H -0.3756 2.6497 6.3776  0.365
65 H -1.1261 1.4434 4.2248  -0.169
66 H 0.3930 2.2825 4.1283  0.150
67 H -1.9389 5.2334 3.7146  0.344
68 H -0.3341 5.2409 3.1780  0.249
69 C 0.6901 -3.4177 -5.3948  -0.681
70 C 0.2688 -2.4985 -4.2570  0.981
71 C -0.8023 -1.6102 -4.8683  -0.346
72 O -0.9478 -2.0045 -6.2493  -0.493
73 C 0.1726 -2.7671 -6.6719  -0.525
74 H 0.1546 -4.3597 -5.2429  0.262
75 H 1.7457 -3.6845 -5.3358  0.341
76 H 1.1403 -1.9400 -3.9046  -0.518
77 H -0.0805 -3.0997 -3.4170  -0.152
78 H -0.5317 -0.5533 -4.9797  0.218
79 H -1.7613 -1.6250 -4.3490  0.242
80 H 0.9155 -2.1350 -7.1678  0.280
81 H -0.0958 -3.5694 -7.3588  0.347
82 C 3.9335 -3.6556 -1.7515  -0.358
83 C 4.1821 -2.9249 -3.0667  -0.044
84 C 4.1288 -1.4596 -2.6397  0.106
85 O 4.0565 -1.4053 -1.2210  -0.399
86 C 4.4316 -2.6726 -0.6866  -0.502
87 H 4.4204 -4.6279 -1.6463  0.432
88 H 2.8722 -3.8450 -1.5887  0.021
89 H 3.3981 -3.2098 -3.7674  -0.262
90 H 5.1662 -3.0756 -3.5047  0.385
91 H 3.3471 -0.8384 -3.0795  -0.226
92 H 5.0827 -1.0107 -2.9459  0.301
93 H 3.9238 -2.7830 0.2708  0.333
94 H 5.5014 -2.8312 -0.5083  0.297

=====

Number 1: frontier orbital gap 0.284 hartree, DFT total energy -292.59954 Eh. Number 2: frontier orbital gap 0.352 hartree, DFT total energy -11847.83535 Eh.